1.
{
  "formula": "C38H44BaN4O4",
  "method": "the ωB97M-V functional and the def2-TZVPD basis",
  "symbols": ["C", "C", "C", "C", "H", "C", "C", "C", "H", "C", "H", "N", "C", "O", "C", "C", "C", "H", "H", "C", "C", "H", "H", "H", "H", "C", "H", "C", "H", "H", "H", "H", "H", "C", "C", "C", "H", "O", "H", "H", "N", "H", "C", "H", "C", "N", "C", "H", "H", "C", "H", "H", "H", "H", "O", "C", "H", "C", "H", "C", "H", "H", "C", "Ba", "H", "H", "C", "C", "H", "H", "H", "H", "C", "H", "C", "H", "N", "C", "C", "H", "H", "H", "O", "H", "C", "C", "C", "C", "H", "H", "C"],
  "positions_angstrom": [[-1.3071, -5.3672, -2.2893], [0.5968, -3.4469, 2.4777], [0.4010, -4.9214, 2.6460], [-0.1520, -2.6555, -4.9581], [-1.3931, 2.3317, 6.4742], [0.2070, -2.4921, -3.5141], [0.4322, -1.2159, -2.8357], [0.1195, 2.6757, 4.9362], [-2.2508, -3.1366, -4.6838], [0.7412, -2.7496, 1.2003], [0.0624, 4.5140, -0.0215], [0.5091, 1.5254, -1.5128], [-0.1788, 4.9467, 2.6822], [4.7418, 0.1540, 1.1795], [-1.0461, -5.3586, 2.3998], [0.2788, 1.2938, -2.8229], [0.4175, -2.6469, 4.9138], [-1.3523, -1.4016, 5.0655], [0.8632, 2.0667, 5.4579], [-1.6399, -2.4148, -5.2294], [0.6811, -3.3672, -0.0529], [-2.0595, -4.8837, -2.9152], [1.0816, -1.9585, 5.4440], [-2.0417, 2.8890, 4.9230], [-1.9123, 6.2709, 2.5490], [0.3143, 2.5454, 3.4579], [-1.7028, -3.1156, 4.8893], [0.2961, 0.0382, -3.4379], [0.6259, 0.0346, 4.4363], [-1.1327, -2.4904, 6.4455], [0.0913, 5.2724, 3.6910], [-1.7196, -4.8769, 3.1111], [0.2046, 2.0587, -5.5474], [0.6908, 0.0439, 3.3528], [-0.4698, 2.6676, -4.9386], [0.6056, -2.7550, -1.3081], [-0.3485, 5.2624, -3.7043], [6.9573, 0.1920, -1.5698], [0.7217, -3.6540, 5.2135], [-1.8748, -2.5009, -6.2938], [0.8502, -1.4204, 1.4068], [-2.0849, 1.2202, -4.8959], [-1.6692, 5.2096, 2.4473], [0.4420, -1.9640, -5.5625], [-1.9472, 5.2025, -2.2577], [0.6801, 1.5325, 1.4193], [-0.4958, 4.9390, -2.6697], [-1.4323, -6.4501, -2.3763], [-1.1613, -6.4416, 2.4968], [5.8967, 0.1851, 0.6321], [-2.2011, 6.2633, -2.3353], [-2.2743, 4.6488, 3.1622], [0.4083, 5.5632, 1.9952], [0.1680, 5.5587, -2.0597], [4.7187, 0.2243, -1.4966], [5.8835, 0.1993, -0.9689], [-2.1579, 2.3213, -6.2818], [-1.9164, 2.2490, -5.2178], [-2.1157, 4.8828, -1.2283], [-0.0973, 2.5376, -3.4946], [-1.9618, 4.8839, 1.4479], [0.6046, -4.4502, -0.0455], [0.4107, 2.8400, 1.2222], [2.5065, 0.1508, -0.1465], [0.8364, -5.4665, -2.0964], [0.3046, 3.7098, 5.2413], [0.1902, 3.5069, 2.5045], [0.2698, 3.4482, -0.0293], [0.7023, -5.2186, 3.6546], [-2.6347, 4.6380, -2.8904], [0.1010, 0.0332, -4.5059], [-1.4890, 1.2282, 5.0919], [-1.2826, 2.2576, 5.3888], [-1.5099, -5.0797, -1.2565], [-1.0264, -2.4001, 5.3609], [-0.3230, 3.7016, -5.2642], [0.6917, -1.4263, -1.5280], [0.7473, -1.2089, 2.7357], [-0.1074, 3.4997, -2.5337], [1.0605, -5.4610, 1.9600], [-1.3682, -5.0669, 1.3989], [-1.9334, -1.4195, -4.8918], [6.9814, 0.2029, 1.2134], [0.2835, -5.2262, -3.7386], [0.2637, 2.8336, -1.2860], [0.6068, 1.3010, 2.7468], [0.3141, -3.4538, -2.5588], [0.6021, -2.4843, 3.4375], [0.1184, -3.6614, -5.2922], [-2.6129, 2.8815, -4.6641], [0.1011, -4.9286, -2.7019]],
  "mulliken_charge": [-0.838, 0.430, -1.085, -1.060, 0.357, 0.402, 0.196, -1.095, 0.215, 0.220, 0.236, -0.517, -1.072, -0.717, -0.869, 0.261, -1.100, 0.112, 0.395, -0.873, -0.558, 0.209, 0.401, 0.211, 0.357, 0.380, 0.210, -0.447, 0.238, 0.361, 0.390, 0.210, 0.395, -0.435, -1.078, 0.189, 0.381, -0.725, 0.394, 0.354, -0.475, 0.092, -0.852, 0.392, -0.847, -0.489, -1.087, 0.357, 0.358, 0.407, 0.356, 0.210, 0.387, 0.392, -0.708, 0.415, 0.357, -0.834, 0.101, 0.426, 0.108, 0.235, 0.232, 2.037, 0.394, 0.392, 0.393, -0.526, 0.391, 0.210, 0.235, 0.090, -0.834, 0.095, -0.870, 0.396, -0.498, 0.174, 0.335, 0.404, 0.110, 0.117, -0.723, 0.390, 0.216, 0.211, 0.388, 0.385, 0.394, 0.204, -1.077],
  "homo_energy_ha": -0.061,
  "multiplicity": 1,
  "e_above_lowest_kj_mol": 0.0,
  "charge": -2,
  "homo_lumo_gap_ev": 5.7
}

=====

2.
{
  "formula": "C38H44BrN6O2Si3Ti",
  "method": "the ωB97M-V functional and the def2-TZVPD basis",
  "symbols": ["H", "C", "C", "H", "C", "H", "H", "C", "C", "H", "H", "H", "C", "C", "C", "Si", "H", "C", "C", "H", "C", "H", "H", "H", "C", "C", "H", "H", "H", "H", "N", "H", "N", "H", "C", "H", "N", "C", "H", "C", "N", "C", "Ti", "H", "H", "C", "C", "C", "C", "C", "C", "H", "O", "C", "H", "C", "H", "C", "H", "C", "C", "H", "H", "H", "C", "H", "H", "H", "C", "H", "C", "C", "C", "Br", "C", "H", "N", "Si", "Si", "H", "H", "N", "C", "C", "H", "H", "H", "O", "H", "C", "H", "C", "H", "H", "H"],
  "positions_angstrom": [[0.1270, 3.2305, -2.6024], [-1.6289, -2.8577, 2.9435], [1.9976, 0.3035, -2.3531], [-2.6885, -5.1839, 1.9605], [1.7208, 3.4129, 1.4236], [4.8309, -2.9572, 2.6560], [4.3121, 2.2406, 0.0264], [-3.4555, 0.1612, -1.5731], [-2.2647, 0.1948, -0.8872], [-2.1060, -3.4540, 3.7088], [-0.0729, 0.0799, 2.4118], [4.7666, -1.3464, -1.1000], [3.4871, -0.9672, -4.8959], [-1.5796, -4.4747, -2.4833], [-0.4840, -0.9012, 2.2043], [3.3611, 1.7853, -2.2152], [4.9489, 2.7238, -3.7596], [-0.8897, 4.0784, 0.7198], [2.7059, 3.5317, -2.0211], [1.8187, 3.6902, -1.4265], [-0.4149, 2.7985, 0.4858], [3.2880, -3.4400, -3.7642], [2.7506, -1.5239, -5.4695], [-4.3458, 0.1956, -3.5294], [-1.5879, -4.1395, -1.1120], [0.8871, 2.4597, 0.8335], [2.7522, 3.2059, 1.6676], [4.8886, 1.0055, -4.1107], [-1.9042, 4.3390, 0.4550], [-0.6523, 2.8946, -4.1455], [2.1787, -1.4847, 0.2671], [-1.0949, -1.2343, 4.2386], [1.3398, 1.1147, 0.5918], [-2.0878, -5.3617, -2.8296], [-2.2305, -4.9102, -0.0754], [4.2329, -0.5323, 2.7633], [-0.2094, -2.2048, -1.6024], [2.7953, -0.7013, 1.1844], [5.5360, 1.9212, -1.1595], [-0.9588, -2.5296, 0.6522], [-1.0770, 0.3183, -1.5170], [4.8650, -1.1260, -2.1636], [0.7858, -0.3395, -0.8768], [2.5600, 4.0069, -2.9860], [1.8970, 5.4283, 2.1059], [-1.0723, -1.6387, 3.2378], [-0.9034, -2.9762, -0.7180], [3.4025, -3.3543, 1.1024], [2.4560, -2.7875, 0.2549], [-2.2064, -4.5550, 1.2237], [-2.2094, 0.3762, -3.6023], [-0.1583, 0.9095, -5.8538], [-2.9520, -7.0244, 0.3918], [-1.5892, -3.3241, 1.6169], [0.6462, -0.6318, -5.5583], [-0.0577, 5.0284, 1.3061], [-1.0750, 2.0696, 0.0406], [-0.9489, -3.6398, -3.3706], [1.8440, -3.4325, -2.7999], [3.7573, -1.1921, 2.0519], [0.7001, 0.4363, -5.3737], [3.5971, -4.4145, 1.0467], [-0.9469, -3.8508, -4.4296], [1.0207, 3.4089, -4.1177], [4.0803, -2.5452, 1.9962], [4.7441, 0.5732, -0.3981], [3.5224, 4.0673, -1.5331], [4.4542, -1.4329, -5.0956], [0.2845, 2.8072, -3.5912], [-4.3871, 0.0770, -1.0341], [2.8424, -3.0187, -2.8610], [-0.2742, -2.5203, -2.8895], [-1.0280, 0.4299, -2.8667], [-0.6858, 6.7582, 1.6153], [2.3121, 0.6709, 1.3013], [3.5356, 0.0446, -5.2777], [-0.4187, -1.3219, 0.9498], [3.2176, -1.1661, -3.0585], [0.6553, 0.9762, -3.5957], [1.9130, -3.3910, -0.4583], [-2.2369, 0.1278, 0.1931], [-2.9956, -6.1340, -0.4093], [4.2817, 1.8632, -3.8389], [1.2489, 4.6883, 1.6604], [1.5825, 0.8155, -5.8783], [3.6051, 2.0768, -4.6670], [5.4270, -1.9536, -2.6013], [-3.5037, -6.1700, -1.5049], [-2.1705, 0.4653, -4.6776], [4.5720, 1.5690, -0.7864], [3.4265, -3.4182, -2.0349], [-3.4265, 0.2341, -2.9614], [0.2571, -1.8766, -3.5806], [5.4728, -0.2354, -2.2744], [2.7597, 1.2815, 2.0830]],
  "mulliken_charge": [0.388, -0.834, 3.016, 0.602, -0.229, 0.512, 0.456, -1.365, 0.137, 0.538, 0.470, 0.246, -1.597, -1.190, -0.351, 0.512, 0.524, -0.875, -1.603, 0.243, -0.013, 0.657, 0.476, 0.542, 0.887, -0.117, 0.317, 0.452, 0.521, 0.588, 1.267, 0.536, 1.479, 0.668, -0.269, 0.632, 1.593, -0.013, 0.611, -0.736, 1.105, -1.359, -2.366, 0.598, 0.493, -1.324, 0.178, -1.147, -0.666, -0.998, -0.805, 0.550, -0.522, 1.249, 0.402, -0.241, 0.239, -1.484, 0.319, -0.715, -1.492, 0.587, 0.643, 0.392, -1.016, 0.413, 0.505, 0.492, -1.487, 0.551, -1.530, -1.370, 0.372, -0.072, -1.009, 0.369, 0.934, 1.013, 0.017, 0.869, 0.486, 0.972, -1.285, -0.940, 0.532, 0.353, 0.552, -0.581, 0.527, -1.533, 0.436, -0.662, 0.590, 0.512, 0.673],
  "homo_energy_ha": -0.584,
  "multiplicity": 1,
  "e_above_lowest_kj_mol": 0.0,
  "charge": 3,
  "homo_lumo_gap_ev": 6.0
}

=====

3.
{
  "formula": "C38H44InP2Sb2",
  "method": "the ωB97M-V functional and the def2-TZVPD basis",
  "symbols": ["H", "C", "H", "H", "C", "C", "H", "H", "H", "H", "H", "C", "H", "C", "H", "H", "C", "H", "H", "H", "C", "In", "H", "H", "P", "C", "C", "H", "H", "C", "C", "H", "C", "H", "H", "H", "H", "H", "H", "C", "Sb", "C", "H", "C", "C", "P", "H", "H", "C", "H", "H", "H", "C", "C", "C", "H", "H", "Sb", "C", "H", "C", "C", "C", "H", "C", "H", "C", "C", "H", "H", "C", "C", "C", "H", "C", "H", "H", "C", "H", "C", "H", "C", "C", "C", "H", "C", "C"],
  "positions_angstrom": [[-1.2844, 6.9016, -2.9580], [-0.7637, 6.0855, -2.4580], [-4.4067, -0.7295, -1.2041], [1.3190, -1.7501, 1.9654], [-3.4184, -1.2854, 2.1424], [-1.9111, 3.5211, 3.8972], [-0.2592, 0.9364, 2.5472], [-1.4527, -1.8939, -4.4548], [0.6872, 7.2150, -1.4379], [1.3818, 5.3604, -0.1151], [-2.8952, -1.2278, -1.8787], [2.1442, -1.3741, 3.8089], [2.2917, -2.4210, -2.2554], [4.2676, -0.5660, -2.2457], [-1.4682, 1.5109, 4.4346], [1.4886, -4.0903, -2.3222], [-1.0076, 4.2011, 1.7394], [-1.0949, 2.7216, -2.4221], [6.3268, -3.5231, -0.6828], [-1.2845, -2.9369, 0.5266], [4.1176, 0.1006, 3.8873], [0.1574, 0.2015, -0.5720], [-6.0498, -2.4104, -1.3249], [-4.6977, 1.4698, 0.2169], [2.8000, -0.0450, 0.0386], [-4.6716, -5.5044, -1.0258], [5.7124, -2.7097, -1.1256], [4.9609, 0.5592, 4.4102], [4.5925, -2.2238, 0.7082], [-1.4989, -3.4547, -0.4126], [2.2813, 2.6121, 0.5185], [2.3268, 2.2634, 1.5645], [-3.7428, 1.7821, 0.4958], [2.6762, 3.6416, 0.5200], [-4.9198, -6.5983, -1.0276], [-3.7358, 2.3330, 1.4207], [-1.0611, 4.9276, 0.9488], [4.0295, 1.9166, -0.3665], [-1.8708, 4.6723, -3.6673], [2.0509, -1.1383, 2.4454], [-2.5716, -0.0692, 0.6150], [5.1097, -1.3427, -3.0357], [-2.6049, -5.9626, -0.6820], [4.8029, -2.0201, -0.3253], [0.6903, 5.1078, -0.8717], [0.4662, 2.5995, 0.0988], [4.8925, 0.6574, 1.9792], [-6.5707, -4.7623, -1.5498], [2.9735, -0.3492, 1.7872], [-0.8994, -3.5197, -4.2422], [3.1356, -0.7395, 5.6077], [3.7130, 0.2563, -2.6086], [4.0855, -1.0119, -0.9013], [-3.3232, -5.1474, -0.6737], [-2.9616, -3.7760, -0.6372], [1.8040, -3.2947, -0.7999], [-3.2958, -2.3188, 1.7760], [-0.4671, -2.2576, -1.9791], [0.1245, 3.8730, -1.0551], [-2.2546, 5.4401, 3.0684], [-1.3151, 2.2583, 3.6748], [-1.4563, -2.7237, -3.8189], [1.5190, -3.0891, -1.8283], [5.1853, -1.2052, -4.0887], [0.2585, 6.2238, -1.5959], [-4.4756, -0.9410, 2.1887], [-3.5225, -1.2847, -0.9577], [-5.2486, -3.1584, -1.1128], [2.7154, 1.8187, -1.4764], [6.4342, -3.0135, -3.1143], [-3.9580, -2.7344, -0.7947], [3.0992, -0.6459, 4.5419], [-0.8009, 3.6917, -2.0779], [-3.2392, 2.4032, -0.2698], [4.0535, 0.1694, 2.4988], [-2.4177, -3.0617, -3.4382], [1.4167, -2.0582, 4.2898], [-0.4715, 2.9407, 1.5545], [-2.6085, 3.6545, 4.7240], [-1.1600, 4.8006, -2.8392], [-0.8834, -4.3220, -0.3101], [-1.7487, 4.4649, 2.9315], [-0.6054, 1.9398, 2.5757], [5.7906, -2.4239, -2.4839], [-2.9398, -1.3326, 3.0741], [-5.5746, -4.4790, -1.2557], [2.9870, 1.6946, -0.4412]],
  "mulliken_charge": [0.444, -0.639, 0.791, 0.469, -1.088, -0.839, 0.638, 0.409, 0.417, 0.371, 0.242, -0.666, 0.279, -0.965, 0.476, 0.575, -0.305, 0.419, 0.385, 0.209, -0.684, 0.502, 0.356, 0.633, 0.738, -0.572, -0.688, 0.462, 0.601, -1.015, -1.018, 0.473, -1.184, 0.709, 0.393, 0.342, 0.410, 0.774, 0.387, -0.489, 0.600, -0.765, 0.411, -0.298, -0.496, 0.639, 0.443, 0.444, 0.237, 0.441, 0.498, 0.433, 0.523, -1.002, 0.716, 0.372, 0.238, 0.529, 0.861, 0.383, -0.568, -1.092, -1.131, 0.454, -0.657, 0.410, -1.303, -0.939, 0.551, 0.462, 1.354, -0.615, -0.797, 0.312, 0.074, 0.392, 0.431, 0.867, 0.424, -0.549, 0.828, -0.670, -0.748, -0.530, 0.477, -0.690, -1.707],
  "homo_energy_ha": -0.576,
  "multiplicity": 1,
  "e_above_lowest_kj_mol": 0.0,
  "charge": 3,
  "homo_lumo_gap_ev": 6.6
}